# 1
{"formula": "C40H74N2O16", "method": "ωB97M-V/def2-TZVPD", "smiles": "C=CC[C@]1(CCCCOC(C)=O)C[C@H](N(C)C(C)=O)NC1=O.CCOC(C)=O.CCOC(C)=O.CCOC(C)=O.CCOC(C)=O.CCOC(C)=O.CCOC(C)=O", "e_homo_ev": -8.61, "orbital_gap_ha": 0.3340, "species": ["C", "C", "C", "C", "C", "C", "C", "C", "O", "C", "C", "O", "C", "C", "N", "C", "C", "C", "O", "N", "C", "O", "H", "H", "H", "H", "H", "H", "H", "H", "H", "H", "H", "H", "H", "H", "H", "H", "H", "H", "H", "H", "H", "H", "H", "H", "H", "H", "C", "C", "O", "C", "C", "O", "H", "H", "H", "H", "H", "H", "H", "H", "C", "C", "O", "C", "C", "O", "H", "H", "H", "H", "H", "H", "H", "H", "C", "C", "O", "C", "C", "O", "H", "H", "H", "H", "H", "H", "H", "H", "C", "C", "O", "C", "C", "O", "H", "H", "H", "H", "H", "H", "H", "H", "C", "C", "O", "C", "C", "O", "H", "H", "H", "H", "H", "H", "H", "H", "C", "C", "O", "C", "C", "O", "H", "H", "H", "H", "H", "H", "H", "H"], "xyz": [[0.732, 0.473, -2.619], [0.868, -0.854, -2.765], [2.067, -1.674, -2.370], [2.863, -1.205, -1.166], [2.247, -1.461, 0.241], [0.885, -2.178, 0.265], [0.013, -1.539, 1.383], [-0.746, -0.302, 0.969], [-1.458, -0.496, -0.254], [-2.141, 0.578, -0.662], [-2.672, 0.508, -2.060], [-2.348, 1.538, 0.060], [3.648, 0.118, -1.284], [4.772, -0.098, -0.275], [5.900, 0.821, -0.370], [6.746, 0.747, 0.820], [5.442, 2.170, -0.566], [5.337, 2.658, -1.994], [5.173, 2.901, 0.374], [5.104, -1.498, -0.448], [4.133, -2.141, -1.183], [4.242, -3.218, -1.741], [0.257, 1.059, -3.395], [1.074, 1.022, -1.753], [0.072, -1.407, -3.256], [1.797, -2.721, -2.285], [2.726, -1.598, -3.234], [2.932, -2.084, 0.809], [2.196, -0.524, 0.796], [0.299, -2.082, -0.641], [1.034, -3.212, 0.557], [-0.642, -2.263, 1.861], [0.706, -1.210, 2.157], [-1.468, -0.083, 1.753], [-0.090, 0.567, 0.935], [-1.894, 0.736, -2.779], [-3.456, 1.250, -2.151], [-3.082, -0.471, -2.287], [3.044, 1.000, -1.139], [4.159, 0.046, -2.247], [4.399, 0.013, 0.753], [7.399, -0.119, 0.781], [7.363, 1.636, 0.876], [6.172, 0.703, 1.749], [5.707, 3.670, -2.075], [4.292, 2.586, -2.280], [5.886, 1.975, -2.633], [6.063, -1.762, -0.611], [3.633, -4.970, -5.448], [2.502, -5.518, -4.603], [1.438, -4.572, -4.463], [0.453, -4.410, -5.358], [0.566, -5.064, -6.715], [-0.471, -3.695, -5.079], [3.309, -4.757, -6.467], [4.455, -5.685, -5.491], [4.001, -4.037, -5.020], [2.121, -6.470, -4.975], [2.858, -5.697, -3.591], [0.977, -4.340, -7.417], [-0.433, -5.343, -7.040], [1.177, -5.962, -6.727], [3.818, -3.330, 4.932], [2.434, -3.877, 4.652], [2.265, -4.197, 3.268], [2.653, -5.352, 2.706], [3.546, -6.291, 3.484], [2.338, -5.585, 1.571], [4.597, -4.063, 4.717], [3.907, -3.032, 5.976], [4.009, -2.461, 4.302], [2.188, -4.732, 5.283], [1.692, -3.109, 4.861], [4.581, -6.099, 3.204], [3.290, -7.311, 3.207], [3.447, -6.210, 4.564], [-4.053, 6.449, 2.327], [-4.719, 6.402, 0.968], [-3.797, 6.689, -0.086], [-2.983, 5.763, -0.636], [-2.825, 4.418, 0.031], [-2.355, 6.062, -1.613], [-3.274, 5.691, 2.415], [-4.784, 6.287, 3.119], [-3.579, 7.419, 2.479], [-5.233, 5.457, 0.790], [-5.476, 7.182, 0.912], [-1.940, 4.440, 0.667], [-2.686, 3.667, -0.733], [-3.683, 4.111, 0.623], [-0.962, 3.547, 3.882], [-0.768, 2.873, 5.226], [-0.243, 1.549, 5.084], [1.064, 1.276, 4.944], [2.038, 2.404, 4.693], [1.420, 0.129, 4.947], [-0.017, 3.671, 3.354], [-1.417, 4.530, 4.008], [-1.607, 2.940, 3.244], [-0.149, 3.465, 5.902], [-1.730, 2.745, 5.718], [2.198, 2.495, 3.619], [2.981, 2.150, 5.169], [1.720, 3.366, 5.088], [-9.681, 10.400, -0.492], [-8.438, 10.152, 0.337], [-8.575, 9.003, 1.177], [-8.335, 7.749, 0.757], [-8.156, 7.484, -0.722], [-8.328, 6.848, 1.549], [-9.881, 9.575, -1.175], [-9.572, 11.312, -1.078], [-10.551, 10.502, 0.157], [-7.538, 10.076, -0.276], [-8.280, 10.984, 1.020], [-9.112, 7.166, -1.137], [-7.435, 6.679, -0.838], [-7.785, 8.333, -1.289], [-2.206, -6.913, -0.300], [-1.344, -8.099, -0.681], [-1.034, -8.109, -2.076], [-0.012, -7.409, -2.603], [0.696, -6.381, -1.756], [0.270, -7.579, -3.758], [-1.694, -5.969, -0.482], [-2.475, -6.961, 0.756], [-3.120, -6.907, -0.895], [-0.434, -8.157, -0.083], [-1.893, -9.024, -0.506], [0.260, -5.403, -1.958], [1.743, -6.364, -2.045], [0.665, -6.573, -0.686]]}

# 2
{"formula": "C40H76O12", "method": "ωB97M-V/def2-TZVPD", "smiles": "O=C1CCCO1.O=C1CCCO1.C1CCOC1.C1CCOC1.C1CCOC1.C1CCOC1.C1CCOC1.C1CCOC1.C1CCOC1.C1CCOC1", "e_homo_ev": -9.24, "de_lowest_kcal_mol": 0.0, "orbital_gap_ha": 0.3527, "species": ["O", "C", "C", "C", "C", "O", "H", "H", "H", "H", "H", "H", "O", "C", "C", "C", "C", "O", "H", "H", "H", "H", "H", "H", "C", "C", "C", "O", "C", "H", "H", "H", "H", "H", "H", "H", "H", "C", "C", "C", "O", "C", "H", "H", "H", "H", "H", "H", "H", "H", "C", "C", "C", "O", "C", "H", "H", "H", "H", "H", "H", "H", "H", "C", "C", "C", "O", "C", "H", "H", "H", "H", "H", "H", "H", "H", "C", "C", "C", "O", "C", "H", "H", "H", "H", "H", "H", "H", "H", "C", "C", "C", "O", "C", "H", "H", "H", "H", "H", "H", "H", "H", "C", "C", "C", "O", "C", "H", "H", "H", "H", "H", "H", "H", "H", "C", "C", "C", "O", "C", "H", "H", "H", "H", "H", "H", "H", "H"], "xyz": [[3.932, -0.948, 3.390], [4.116, 0.198, 3.720], [3.528, 1.383, 3.022], [3.398, 2.350, 4.213], [4.301, 1.820, 5.311], [4.787, 0.557, 4.820], [4.260, 1.782, 2.315], [2.637, 1.139, 2.455], [3.608, 3.339, 3.801], [2.358, 2.451, 4.530], [5.061, 2.594, 5.446], [3.781, 1.737, 6.262], [0.355, 3.146, 3.215], [-0.249, 3.318, 2.195], [-1.291, 4.404, 1.829], [-1.371, 4.221, 0.331], [-1.008, 2.767, 0.098], [-0.128, 2.459, 1.164], [-2.196, 4.134, 2.374], [-0.820, 5.294, 2.241], [-2.343, 4.541, -0.045], [-0.608, 4.817, -0.178], [-1.906, 2.141, 0.201], [-0.573, 2.547, -0.872], [-3.000, 1.613, 4.301], [-1.955, 0.679, 4.883], [-2.322, -0.665, 4.226], [-2.656, -0.253, 2.914], [-3.392, 0.944, 2.938], [-2.582, 2.620, 4.242], [-3.859, 1.724, 4.967], [-1.845, 0.585, 5.965], [-0.938, 0.892, 4.543], [-3.146, -1.187, 4.723], [-1.487, -1.358, 4.120], [-4.469, 0.781, 2.926], [-3.071, 1.664, 2.185], [5.751, -0.848, 0.781], [6.461, -0.515, -0.513], [6.175, -1.878, -1.226], [4.905, -2.316, -0.758], [4.440, -1.462, 0.305], [5.602, 0.006, 1.447], [6.299, -1.595, 1.357], [7.521, -0.352, -0.328], [6.023, 0.316, -1.065], [6.933, -2.578, -0.868], [6.237, -1.716, -2.303], [4.061, -2.055, 1.132], [3.755, -0.720, -0.111], [-1.096, -1.243, -0.766], [-0.547, -0.999, 0.622], [0.930, -0.793, 0.359], [0.952, -0.065, -0.864], [-0.212, -0.326, -1.664], [-2.090, -0.790, -0.842], [-1.051, -2.278, -1.094], [-0.699, -1.897, 1.225], [-0.980, -0.115, 1.085], [1.347, -1.797, 0.219], [1.337, -0.119, 1.108], [0.036, -0.838, -2.598], [-0.631, 0.659, -1.877], [-2.304, -4.401, 2.964], [-3.535, -3.976, 3.759], [-3.259, -4.551, 5.175], [-1.859, -4.534, 5.286], [-1.202, -4.634, 4.010], [-2.010, -3.697, 2.177], [-2.545, -5.250, 2.318], [-4.401, -4.408, 3.256], [-3.663, -2.900, 3.807], [-3.666, -5.568, 5.187], [-3.787, -3.949, 5.910], [-0.898, -5.682, 3.948], [-0.351, -3.962, 4.021], [-6.065, -0.196, -1.346], [-5.468, -1.483, -0.801], [-5.266, -1.144, 0.684], [-6.055, 0.028, 0.912], [-6.926, 0.263, -0.202], [-6.566, -0.344, -2.303], [-5.314, 0.594, -1.425], [-4.525, -1.782, -1.265], [-6.083, -2.383, -0.880], [-4.238, -0.838, 0.890], [-5.549, -1.973, 1.335], [-7.130, 1.332, -0.245], [-7.849, -0.306, -0.046], [2.952, -3.038, -5.432], [3.077, -2.637, -3.965], [3.134, -1.124, -4.109], [3.962, -0.871, -5.219], [3.729, -1.919, -6.187], [1.930, -3.085, -5.800], [3.497, -3.958, -5.648], [3.961, -3.050, -3.481], [2.236, -3.002, -3.373], [3.327, -0.610, -3.165], [2.129, -0.731, -4.342], [4.711, -2.295, -6.459], [3.149, -1.574, -7.041], [-3.636, -0.099, -4.526], [-2.600, -1.111, -5.022], [-2.792, -1.140, -6.559], [-3.997, -0.380, -6.770], [-4.010, 0.657, -5.772], [-3.080, 0.532, -3.827], [-4.514, -0.578, -4.104], [-2.722, -2.114, -4.606], [-1.564, -0.891, -4.753], [-2.982, -2.112, -7.008], [-2.010, -0.651, -7.147], [-4.966, 1.177, -5.813], [-3.290, 1.372, -6.200], [3.519, 3.334, -1.903], [4.107, 4.653, -1.416], [2.940, 5.472, -0.873], [2.017, 4.465, -0.487], [2.027, 3.432, -1.432], [3.991, 2.485, -1.405], [3.649, 3.130, -2.965], [4.562, 5.255, -2.216], [4.964, 4.579, -0.746], [2.515, 6.165, -1.601], [3.303, 6.046, -0.021], [1.279, 3.562, -2.233], [1.644, 2.489, -1.028]]}

# 3
{"formula": "C40H77BCl53N2O5", "method": "ωB97M-V/def2-TZVPD", "e_homo_ev": -11.70, "total_charge": 1, "orbital_gap_ha": 0.3309, "species": ["C", "C", "C", "C", "N", "C", "C", "C", "O", "C", "O", "C", "C", "C", "O", "C", "Cl", "N", "C", "C", "B", "O", "O", "H", "H", "H", "H", "H", "H", "H", "H", "H", "H", "H", "H", "H", "H", "H", "H", "H", "H", "H", "H", "H", "H", "H", "H", "H", "C", "Cl", "Cl", "H", "H", "C", "Cl", "Cl", "H", "H", "C", "Cl", "Cl", "H", "H", "C", "Cl", "Cl", "H", "H", "C", "Cl", "Cl", "H", "H", "C", "Cl", "Cl", "H", "H", "C", "Cl", "Cl", "H", "H", "C", "Cl", "Cl", "H", "H", "C", "Cl", "Cl", "H", "H", "C", "Cl", "Cl", "H", "H", "C", "Cl", "Cl", "H", "H", "C", "Cl", "Cl", "H", "H", "C", "Cl", "Cl", "H", "H", "C", "Cl", "Cl", "H", "H", "C", "Cl", "Cl", "H", "H", "C", "Cl", "Cl", "H", "H", "C", "Cl", "Cl", "H", "H", "C", "Cl", "Cl", "H", "H", "C", "Cl", "Cl", "H", "H", "C", "Cl", "Cl", "H", "H", "C", "Cl", "Cl", "H", "H", "C", "Cl", "Cl", "H", "H", "C", "Cl", "Cl", "H", "H", "C", "Cl", "Cl", "H", "H", "C", "Cl", "Cl", "H", "H", "C", "Cl", "Cl", "H", "H"], "xyz": [[0.769, 4.375, -3.645], [1.292, 4.241, -2.571], [1.698, 3.915, -1.175], [0.775, 2.806, -0.645], [1.039, 1.639, -1.499], [0.292, 0.456, -1.049], [0.491, -0.657, -2.114], [1.644, -0.439, -3.095], [2.897, -0.614, -2.393], [3.892, 0.212, -2.843], [5.018, -0.171, -2.887], [-1.229, 0.777, -0.975], [-2.159, -0.395, -0.602], [-3.551, -0.287, -1.305], [-2.395, -0.372, 0.826], [0.919, 0.087, 0.320], [0.546, -1.524, 0.956], [0.568, 1.146, 1.311], [0.984, 2.543, 0.882], [2.409, 2.833, 1.423], [2.455, 4.241, 2.207], [3.407, 5.189, 1.971], [1.539, 4.522, 3.221], [0.147, 4.531, -4.510], [1.638, 4.824, -0.562], [2.750, 3.602, -1.162], [-0.239, 3.189, -0.783], [2.034, 1.473, -1.352], [0.597, -1.662, -1.699], [-0.424, -0.677, -2.717], [1.592, 0.496, -3.660], [1.588, -1.254, -3.826], [3.569, 1.236, -3.111], [-1.462, 1.577, -0.257], [-1.511, 1.144, -1.967], [-1.755, -1.388, -0.805], [-4.302, -0.537, -0.562], [-3.684, 0.709, -1.725], [-3.581, -1.052, -2.089], [-2.575, 0.532, 1.102], [2.008, 0.128, 0.218], [0.994, 0.866, 2.199], [-0.439, 1.160, 1.503], [0.309, 3.224, 1.412], [2.719, 2.099, 2.184], [3.184, 2.784, 0.652], [3.760, 5.136, 1.073], [0.734, 4.908, 2.863], [5.229, 4.570, -3.592], [6.161, 3.066, -3.487], [3.531, 4.226, -3.965], [5.284, 5.078, -2.637], [5.648, 5.198, -4.371], [-2.044, -2.796, 3.426], [-1.427, -1.980, 4.865], [-1.426, -4.455, 3.310], [-3.127, -2.830, 3.475], [-1.730, -2.246, 2.549], [-4.031, -7.164, 3.210], [-5.053, -5.738, 3.441], [-4.702, -8.258, 1.994], [-3.051, -6.836, 2.882], [-3.952, -7.693, 4.153], [8.023, 0.992, -1.448], [9.336, -0.180, -1.323], [8.073, 2.181, -0.134], [8.117, 1.517, -2.391], [7.078, 0.465, -1.407], [7.067, 0.550, -5.801], [8.329, -0.129, -6.832], [5.647, 1.038, -6.739], [6.763, -0.199, -5.077], [7.461, 1.423, -5.296], [-0.757, 4.786, -7.424], [-1.809, 4.999, -6.017], [0.708, 3.908, -6.994], [-1.292, 4.222, -8.178], [-0.485, 5.761, -7.812], [0.933, -5.795, 0.930], [2.043, -6.579, -0.197], [-0.614, -6.643, 1.026], [1.384, -5.784, 1.916], [0.752, -4.782, 0.590], [-6.300, 2.309, -3.435], [-5.829, 3.087, -1.914], [-5.711, 0.643, -3.503], [-7.379, 2.320, -3.512], [-5.861, 2.858, -4.260], [-8.089, -1.000, -0.141], [-6.718, -2.099, -0.321], [-7.642, 0.669, -0.526], [-8.878, -1.323, -0.811], [-8.433, -1.034, 0.887], [10.893, 3.460, 1.805], [12.389, 2.530, 1.717], [11.170, 5.175, 1.457], [10.188, 3.078, 1.074], [10.486, 3.370, 2.804], [1.388, -2.492, 8.079], [0.345, -1.090, 8.361], [0.713, -3.572, 6.862], [2.356, -2.142, 7.739], [1.495, -3.039, 9.010], [-0.960, -6.820, 8.759], [-1.483, -6.502, 7.098], [0.258, -5.651, 9.296], [-1.820, -6.755, 9.412], [-0.531, -7.813, 8.806], [10.826, 7.905, -0.891], [9.701, 9.266, -0.781], [10.370, 6.787, -2.182], [11.820, 8.288, -1.094], [10.816, 7.372, 0.052], [-5.427, 6.028, -7.710], [-4.133, 5.429, -8.752], [-6.822, 4.942, -7.732], [-5.051, 6.100, -6.695], [-5.739, 7.003, -8.064], [8.365, 6.802, 4.137], [9.226, 5.268, 4.291], [6.676, 6.560, 3.663], [8.389, 7.312, 5.093], [8.857, 7.401, 3.379], [0.187, 0.513, -9.265], [-1.116, 1.704, -9.140], [-0.165, -0.715, -10.480], [1.101, 1.027, -9.539], [0.304, 0.028, -8.302], [-3.138, -9.992, 10.443], [-3.116, -10.211, 8.689], [-3.120, -8.278, 10.881], [-4.039, -10.443, 10.842], [-2.261, -10.467, 10.866], [-7.140, -2.822, 4.617], [-7.210, -2.774, 2.851], [-5.941, -1.683, 5.246], [-8.113, -2.562, 5.017], [-6.866, -3.822, 4.928], [-1.099, -2.313, -5.353], [-2.164, -1.957, -3.983], [0.199, -3.423, -4.899], [-1.689, -2.771, -6.138], [-0.663, -1.384, -5.704], [-9.499, 2.779, -6.528], [-9.244, 3.569, -4.965], [-8.751, 1.177, -6.586], [-10.566, 2.667, -6.692], [-9.062, 3.395, -7.306], [2.916, -8.104, 7.281], [1.416, -9.038, 7.327], [2.987, -7.053, 5.861], [2.968, -7.488, 8.172], [3.753, -8.791, 7.249], [-7.926, -8.590, 3.831], [-8.952, -7.172, 4.081], [-8.592, -9.674, 2.607], [-6.948, -8.258, 3.505], [-7.845, -9.131, 4.768], [-7.864, -6.706, 8.073], [-6.498, -7.463, 8.898], [-7.313, -5.500, 6.904], [-8.425, -7.469, 7.546], [-8.495, -6.219, 8.808], [-13.648, 3.744, -7.522], [-13.375, 4.536, -5.967], [-12.900, 2.141, -7.576], [-14.715, 3.634, -7.678], [-13.216, 4.355, -8.306], [10.865, -1.823, 1.631], [12.189, -2.976, 1.826], [10.876, -0.592, 2.899], [10.970, -1.330, 0.673], [9.925, -2.360, 1.676], [4.559, 8.119, -0.383], [6.251, 8.048, -0.861], [3.679, 6.688, -0.959], [4.496, 8.149, 0.700], [4.103, 9.006, -0.809]]}